{
  "formula": "C39H45F6N4O5S2SbScSi",
  "method": "ωB97M-V/def2-TZVPD",
  "species": ["S", "H", "H", "H", "H", "C", "C", "C", "C", "Sb", "H", "H", "F", "H", "C", "C", "H", "H", "H", "C", "H", "C", "C", "H", "C", "H", "H", "C", "F", "H", "H", "H", "C", "O", "H", "H", "F", "C", "H", "C", "H", "C", "C", "N", "C", "H", "C", "H", "H", "H", "N", "C", "H", "Si", "C", "H", "C", "C", "C", "H", "C", "N", "C", "H", "H", "H", "F", "H", "O", "Sc", "O", "H", "C", "N", "C", "O", "C", "C", "H", "H", "C", "C", "F", "C", "H", "F", "C", "C", "S", "H", "C", "C", "H", "H", "H", "O", "C", "C", "H", "C", "H", "H", "H", "H"],
  "coordinates": [[-1.88, 2.54, -1.85], [-3.59, 1.60, 2.64], [1.39, 4.19, 3.31], [-3.24, 4.56, 3.49], [-1.07, 6.08, 0.90], [4.35, -1.26, -1.23], [-2.62, -2.67, -2.58], [-0.14, -1.65, 4.33], [-2.37, 5.12, 3.14], [-0.58, 2.54, 2.69], [3.00, 2.74, 4.56], [-1.27, 0.72, 4.45], [1.88, 3.68, -3.95], [4.81, -4.05, 1.24], [0.03, -0.87, 6.62], [2.15, 2.32, 4.02], [0.31, 3.03, 5.93], [-2.58, -4.89, -0.10], [-3.67, 0.27, 3.79], [-1.33, -1.11, 6.82], [1.15, -2.60, -2.77], [-1.25, -3.62, 1.01], [2.35, -2.06, 2.50], [-1.82, 2.80, 5.81], [-2.55, 2.27, 5.19], [-3.29, 2.99, 4.85], [-3.23, -3.35, -3.15], [-1.81, -4.85, 0.66], [3.21, 2.98, -2.38], [-1.76, 5.37, 4.01], [2.74, 0.85, 0.84], [-2.81, -0.18, -0.33], [-3.05, 3.95, -1.57], [-0.02, -0.67, 1.64], [1.47, 4.34, 5.77], [2.37, -3.86, 1.33], [-3.45, 4.39, -2.75], [-0.57, 5.25, 1.39], [-2.29, 3.98, 1.33], [-0.27, -3.53, 2.00], [0.87, -4.68, 3.42], [-1.59, 4.35, 2.08], [0.12, -4.72, 2.64], [0.89, -1.91, -2.09], [4.56, -1.22, 3.07], [-3.06, 1.56, 5.84], [4.20, -0.28, -0.25], [-1.84, -6.96, 1.03], [2.50, 1.98, 3.05], [5.34, -1.60, -1.52], [-0.57, 3.32, -2.25], [-3.21, -1.76, -1.70], [5.04, 0.16, 0.26], [0.48, -1.92, 2.59], [3.24, -1.79, -1.83], [-0.11, -6.84, 2.80], [2.05, 3.58, -2.64], [3.18, -1.11, 3.11], [-2.39, -0.91, -1.01], [-2.55, 0.17, 2.43], [-2.99, 0.85, 3.17], [1.82, -0.41, -0.52], [-1.40, -6.01, 1.30], [-1.78, -0.90, 7.78], [3.33, -2.56, -2.59], [1.67, -0.97, 5.28], [-4.08, 3.49, -0.88], [1.81, 1.45, 4.59], [-2.48, 1.73, -2.86], [-0.02, 0.55, 0.23], [-1.70, 1.90, -0.53], [-4.28, -1.70, -1.57], [0.62, 3.85, 5.28], [-1.04, -0.91, -1.13], [-1.91, 1.51, 4.04], [0.78, 1.22, -2.56], [0.61, -1.14, 5.39], [1.03, 3.35, 3.90], [-0.19, 4.58, 5.25], [0.14, 5.67, 2.10], [-1.49, -1.92, 4.56], [-2.09, -1.65, 5.79], [-2.47, 4.93, -0.90], [-0.43, -5.94, 2.29], [-1.60, -2.73, 0.52], [2.03, 4.77, -2.08], [2.92, 0.10, 0.08], [4.36, -3.22, 1.77], [0.73, 2.51, -1.93], [0.01, 4.71, 0.62], [1.97, -1.34, -1.45], [-1.26, -2.70, -2.70], [5.18, -0.47, 3.57], [0.63, -0.47, 7.43], [-3.14, -1.86, 5.94], [1.04, 2.43, -0.49], [5.16, -2.28, 2.40], [-0.48, -1.80, -1.94], [6.24, -2.38, 2.38], [2.98, -3.11, 1.82], [2.74, -0.26, 3.62], [-2.74, 6.05, 2.71], [-2.10, -2.34, 3.77], [-0.77, -3.40, -3.35]],
  "orbital_gap_ev": 8.226,
  "e_homo_ev": -10.8,
  "e_above_lowest_ev": 0.000,
  "e_lumo_ev": -2.605,
  "total_charge": 1,
  "total_energy_ha": -4794.44212
}

=====

{
  "formula": "C39H46CrN3O3S3Si2Te",
  "method": "ωB97M-V/def2-TZVPD",
  "species": ["H", "H", "H", "C", "C", "H", "H", "S", "H", "H", "H", "Si", "C", "C", "C", "N", "H", "O", "C", "O", "H", "C", "C", "H", "C", "H", "H", "C", "C", "H", "H", "C", "C", "C", "C", "H", "H", "C", "H", "C", "C", "C", "H", "C", "C", "H", "H", "H", "N", "H", "H", "C", "C", "H", "H", "H", "C", "H", "H", "H", "O", "Si", "H", "C", "C", "H", "C", "H", "S", "C", "C", "H", "H", "Cr", "Te", "C", "H", "H", "C", "C", "S", "H", "C", "H", "H", "C", "H", "H", "C", "H", "N", "C", "C", "C", "C", "H", "H", "H"],
  "coordinates": [[-4.39, 0.91, -1.31], [4.04, 3.05, -3.48], [4.09, -2.91, -2.93], [-0.33, 1.20, 4.05], [-0.24, -2.40, -0.10], [-0.13, 1.90, 6.09], [1.29, -1.31, -0.76], [-0.24, 2.15, 2.60], [-6.67, -0.29, -0.83], [1.81, 5.71, -0.41], [5.44, 2.05, 1.14], [-0.75, 0.77, -3.52], [-4.02, 0.27, -0.52], [-3.25, 0.40, 2.23], [1.31, 4.81, -0.75], [-0.23, 1.21, -1.95], [-3.68, -0.67, -0.96], [-3.17, -6.59, -0.53], [0.63, 4.76, -1.97], [-1.10, -7.48, 0.42], [-3.18, 1.21, -3.25], [-4.68, 0.10, 1.89], [0.07, -0.99, 5.24], [-0.14, -0.58, -1.07], [4.17, -3.58, 0.38], [-2.69, -0.50, 2.49], [3.70, -2.18, 1.93], [2.17, 3.75, 1.30], [4.02, -2.75, -1.86], [-2.42, 2.56, -4.08], [-1.15, 2.90, 5.05], [-0.87, 1.88, 5.28], [-1.56, -2.50, 0.34], [1.37, 3.67, 0.03], [-5.06, 0.04, 0.54], [-3.16, 1.11, 3.05], [-5.34, -0.07, 3.91], [-0.92, -1.10, -3.58], [-2.12, -1.60, 0.54], [-7.33, -0.45, 1.21], [0.48, 1.25, -4.87], [4.29, -3.80, -0.98], [0.44, 2.32, -5.11], [0.49, -3.56, -0.30], [5.87, 3.15, -0.64], [-8.35, -0.67, 0.94], [0.55, 5.64, -2.59], [2.40, 2.77, 1.70], [0.79, 2.51, -0.33], [3.10, 4.28, 1.08], [1.62, 4.29, 2.07], [-1.41, -4.91, 0.32], [-0.09, -4.81, -0.09], [2.72, 1.52, -2.12], [-0.64, -1.81, 5.10], [-2.76, 1.07, -4.96], [-5.64, -0.11, 2.87], [-3.16, -3.82, 0.88], [-1.60, -1.49, -2.83], [-1.30, -1.40, -4.56], [-2.78, -6.45, 1.87], [2.97, 0.43, 0.70], [3.45, -0.72, -2.08], [-2.43, 1.47, -4.00], [5.49, 3.44, -1.94], [4.35, -4.39, 1.08], [-6.95, -0.39, 2.54], [0.48, -5.72, -0.24], [0.65, -0.80, 2.55], [4.36, 2.83, -2.47], [0.08, 3.58, -2.38], [1.50, 1.02, -4.57], [0.04, -1.60, -3.43], [0.54, 0.70, 0.88], [-2.37, 1.24, 0.48], [3.54, -1.26, 0.00], [3.74, 0.48, 1.99], [-1.76, 1.37, 5.66], [5.13, 2.26, 0.12], [-6.38, -0.24, 0.22], [-2.19, -6.51, 0.54], [0.26, 0.70, -5.79], [0.08, -0.09, 4.03], [1.52, -3.49, -0.63], [4.56, -4.77, -1.36], [-2.13, -3.75, 0.54], [6.76, 3.62, -0.22], [-0.21, -0.45, 6.14], [3.62, 1.95, -1.69], [1.05, -1.44, 5.40], [0.37, -1.13, -0.37], [3.65, -1.51, -1.37], [0.19, 2.40, -1.57], [3.98, 1.64, -0.38], [3.80, -2.33, 0.86], [-7.69, -0.56, 3.32], [6.07, 4.13, -2.54], [-0.44, 3.51, -3.32]],
  "multiplicity": 2,
  "orbital_gap_ev": [6.470, 6.368],
  "e_homo_ev": [-2.6, -2.5],
  "e_above_lowest_ev": 0.621,
  "e_lumo_ev": [3.821, 3.822],
  "total_charge": -2,
  "s2": 0.849,
  "total_energy_ha": -4989.94182
}

=====

{
  "formula": "C39H47Cl2FN6O5ReSi",
  "method": "ωB97M-V/def2-TZVPD",
  "species": ["N", "Re", "C", "H", "C", "Si", "C", "C", "C", "C", "H", "H", "N", "O", "H", "C", "C", "H", "H", "H", "O", "H", "C", "C", "H", "H", "H", "C", "C", "C", "H", "H", "O", "N", "H", "O", "H", "H", "C", "C", "C", "H", "H", "C", "H", "C", "C", "C", "C", "H", "C", "C", "N", "C", "C", "C", "C", "H", "C", "Cl", "H", "H", "F", "H", "H", "C", "O", "C", "H", "Cl", "H", "H", "H", "N", "H", "H", "C", "H", "H", "H", "H", "H", "N", "C", "H", "H", "C", "C", "H", "C", "H", "H", "H", "H", "C", "C", "H", "H", "H", "C", "C", "H"],
  "coordinates": [[1.27, 2.27, -0.63], [-0.43, -0.91, 1.78], [-2.53, 3.01, 0.92], [-5.21, 0.02, 1.27], [-2.80, 2.08, 3.95], [-3.07, 1.21, 1.08], [1.42, 3.32, -1.65], [-2.23, 0.80, 3.64], [-1.36, -1.76, 0.21], [3.23, -2.20, -0.86], [2.43, 0.69, 1.80], [0.65, 0.25, -2.53], [0.06, -3.36, 3.43], [1.24, 0.05, 4.32], [-3.28, -2.22, 1.62], [1.56, 2.95, -3.15], [4.30, -2.26, -1.73], [6.85, -2.28, 0.51], [4.93, -2.18, 2.08], [-3.33, 3.69, 1.23], [1.14, -1.90, 0.91], [-3.40, 3.49, 5.42], [-3.03, 0.50, -0.64], [-1.03, -0.02, -3.82], [1.36, -5.56, 4.39], [-2.08, 1.82, -4.23], [2.30, 1.56, -5.44], [2.99, 2.47, -3.56], [5.59, -2.28, -1.22], [-1.98, -0.01, 4.79], [0.21, 2.36, -4.69], [-2.49, -3.09, -3.96], [1.32, 4.27, -3.66], [0.53, 0.75, 0.74], [2.22, -2.18, -1.24], [2.49, -1.96, 2.68], [-0.31, -2.02, -3.53], [1.05, 0.14, -4.21], [-1.78, -4.48, 3.76], [-3.50, -1.23, -4.30], [3.43, 1.15, -2.91], [-0.10, -6.26, 5.10], [0.53, 3.94, -1.58], [-1.17, -1.40, -3.76], [-0.50, 2.52, -3.11], [0.42, -5.33, 4.89], [-2.39, -2.01, -4.00], [0.33, 0.58, -3.52], [4.03, 3.53, -3.17], [-3.61, 1.22, -1.22], [-3.38, 0.14, -4.39], [3.46, -2.17, 0.52], [-1.98, 0.39, 2.37], [-3.00, 2.50, 5.24], [-2.04, -3.41, 2.93], [-0.43, -4.44, 4.06], [5.83, -2.25, 0.14], [-5.46, 1.76, 1.33], [-2.15, 0.74, -4.15], [-5.03, -1.98, -4.59], [1.03, -3.04, 3.38], [-4.00, -2.61, 3.18], [-1.58, -1.27, 4.59], [-2.07, 0.40, -1.14], [-4.24, 0.74, -4.65], [-3.37, -3.00, 2.38], [-1.62, -2.48, -0.61], [0.82, -0.40, 3.38], [-2.32, 3.23, -0.12], [6.92, -2.33, -2.31], [-1.64, 3.26, 1.51], [-3.87, -3.85, 1.94], [-1.97, -0.30, 6.89], [-0.90, -2.72, 2.71], [-2.49, -5.22, 4.11], [3.41, 1.19, -1.82], [0.23, 1.52, -0.31], [4.26, 3.49, -2.10], [-3.02, 2.77, 3.16], [-3.56, -0.45, -0.72], [1.50, 4.28, -4.61], [-0.71, 1.54, -0.84], [2.29, 2.02, 0.22], [3.03, 2.29, -5.09], [4.96, 3.33, -3.70], [0.65, -4.85, 5.84], [4.76, -2.20, 1.02], [1.83, 1.11, 1.02], [-2.87, 1.99, 7.33], [0.37, 2.10, -3.64], [3.71, 4.54, -3.42], [-4.92, 0.90, 2.77], [2.87, 0.29, -3.24], [2.27, 3.91, -1.33], [-4.82, 0.95, 1.69], [-2.19, 0.39, 6.08], [4.02, 1.93, -5.38], [4.47, 0.97, -3.19], [2.88, 3.22, -5.63], [-2.69, 1.66, 6.32], [2.33, -2.02, 1.45], [4.14, -2.29, -2.80]],
  "multiplicity": 2,
  "orbital_gap_ev": [5.522, 4.509],
  "e_homo_ev": [-13.0, -13.0],
  "e_above_lowest_ev": 0.000,
  "e_lumo_ev": [-7.472, -8.485],
  "total_charge": 2,
  "s2": 1.053,
  "total_energy_ha": -3606.70380
}

=====

{
  "formula": "C39H47Cl2InN3O7S3Si2",
  "method": "ωB97M-V/def2-TZVPD",
  "species": ["H", "S", "C", "C", "H", "H", "O", "H", "H", "H", "O", "H", "N", "H", "C", "C", "H", "H", "H", "C", "O", "C", "S", "H", "C", "C", "H", "H", "H", "H", "H", "C", "H", "C", "H", "H", "C", "C", "H", "N", "Cl", "C", "H", "H", "C", "C", "C", "C", "H", "C", "C", "C", "N", "C", "H", "C", "O", "H", "H", "H", "C", "H", "H", "C", "H", "C", "Cl", "C", "O", "H", "O", "H", "H", "H", "H", "C", "C", "H", "S", "H", "H", "C", "O", "C", "C", "C", "C", "H", "Si", "Si", "In", "C", "H", "H", "H", "C", "C", "C", "C", "H", "C", "H", "H", "H"],
  "coordinates": [[6.19, -1.29, 1.71], [1.14, -2.58, -2.49], [1.69, -0.53, 3.53], [-0.65, 5.27, 1.06], [-0.65, -2.86, -4.05], [-0.20, 0.74, -5.95], [2.13, 0.82, -2.19], [1.16, -3.80, 3.61], [-1.27, -1.35, -1.46], [-6.97, -5.21, 0.59], [0.36, 0.40, -0.87], [-3.56, -2.91, 2.47], [1.95, 0.13, 1.23], [-4.56, 3.63, 1.52], [-1.48, -1.57, -2.51], [-0.50, -2.59, 1.23], [-2.38, -0.41, 5.07], [-0.04, 1.26, 4.99], [2.09, 3.42, 0.40], [-6.14, -5.52, 1.21], [0.43, -0.41, 3.30], [-0.97, 2.92, 1.43], [-1.19, 0.00, -3.36], [-4.41, 2.52, 3.90], [3.86, -0.19, -0.11], [-1.47, 4.23, 1.45], [-2.23, -1.38, -5.05], [-1.61, -4.42, 1.21], [-1.41, -3.26, 6.99], [1.31, 5.79, 0.30], [1.83, -3.34, -4.67], [-5.28, -4.56, 1.69], [0.15, -4.60, 1.47], [-2.38, -3.58, 5.10], [-3.38, -3.49, 5.50], [-0.81, 2.82, 5.34], [-3.41, 2.79, 4.22], [4.55, -0.63, 1.01], [-2.64, 0.33, -5.22], [-3.35, -3.81, 2.89], [-2.67, -6.78, 3.80], [1.08, 3.70, 0.69], [4.37, -1.12, 3.13], [-4.83, -0.27, 0.93], [0.65, 5.01, 0.65], [-0.55, 2.12, 4.55], [-5.93, -6.85, 1.53], [-1.81, 1.70, 1.75], [-3.79, -0.18, 4.00], [-0.75, -0.20, -6.09], [3.89, -0.73, 2.24], [1.61, 0.51, -1.12], [0.30, 2.69, 1.09], [0.00, -3.54, 5.40], [4.33, -0.15, -1.09], [-1.82, -0.36, -5.02], [5.85, -0.99, 0.86], [-5.33, 2.11, 1.98], [0.17, 2.61, 3.88], [-4.31, -0.15, -0.75], [2.00, -2.43, -4.09], [1.30, -0.39, -4.27], [-2.54, -1.84, -2.59], [-4.80, 2.63, 1.18], [-1.03, 6.29, 1.06], [-0.73, -4.00, 1.70], [-5.58, -2.90, 1.26], [-0.61, -2.74, -2.97], [-1.50, -1.79, 1.22], [-4.65, -8.21, 2.59], [2.23, -0.80, 4.59], [-2.28, -0.89, 3.38], [-2.49, 4.41, 1.76], [-3.24, -0.86, 0.45], [2.58, -0.82, -5.40], [-3.97, -0.08, 0.28], [-1.27, -3.46, 5.93], [-1.21, -0.16, -7.08], [0.45, -1.55, -6.21], [-5.49, 2.72, 0.33], [-0.99, -3.66, -2.52], [-4.15, -4.84, 2.50], [0.64, -2.19, 0.96], [-4.85, -7.18, 2.32], [2.54, 0.17, 0.04], [1.68, -1.18, -4.91], [-0.93, -3.90, 3.20], [-2.69, 3.51, -0.93], [-3.30, 1.64, 0.59], [-2.09, 1.58, 3.62], [-0.26, 0.12, 1.24], [-2.21, -3.80, 3.75], [-6.59, -7.62, 1.15], [3.05, -2.42, -3.80], [-3.39, 2.80, 5.31], [-2.79, 2.43, -1.03], [-2.69, -0.13, 4.05], [0.16, -3.77, 4.04], [-3.98, -6.21, 2.80], [-1.83, 2.03, -1.38], [2.57, -0.34, 2.30], [0.87, -3.40, 6.02], [-3.53, 2.22, -1.80], [-3.21, 3.81, 3.88]],
  "orbital_gap_ev": 8.096,
  "e_homo_ev": -5.8,
  "e_above_lowest_ev": 0.396,
  "e_lumo_ev": 2.281,
  "total_charge": -1,
  "total_energy_ha": -5089.70110
}